ORCA calculation (ωB97M-V/def2-TZVPD) on a cluster of 2 separate species, C3H11N2O2 in total in a non-equilibrium geometry.

Structure (XYZ):
```
18
C3H11N2O2 (ωB97M-V/def2-TZVPD)
H 0.90 -0.15 -2.64
C -1.70 0.39 -0.58
C -0.86 0.21 0.68
H -1.88 1.48 -0.82
H -1.46 -0.22 1.48
N 0.07 -1.88 0.04
H -0.78 2.31 0.45
H -1.55 0.03 -1.61
H 1.97 0.33 -1.54
H -0.70 1.73 2.06
H -2.80 0.10 -0.44
H -0.88 -2.20 0.03
C 0.39 -0.59 0.41
N -0.39 1.62 1.10
H 0.63 1.60 1.14
O 1.53 -0.27 0.65
H 0.83 -2.53 -0.04
O 1.04 0.22 -1.76
```

Calculated values
max |F|: 4.4 eV/Å
energy above the lowest of the compared OMol25 structures with the same formula, charge and spin: 1.706 eV
frontier orbital gap: 10.896 eV
DFT total energy: -10358.0459 eV
total charge: +1